Record 1
Molecular formula: C7H10
Method: DFT, ωB97M-V/def2-TZVPD

Each line ends with the natural charge from an NBO analysis.
CARTESIAN COORDINATES (ANGSTROEM)
1 C 1.02 -0.50 0.93  -0.4134
2 C 1.53 0.81 0.29  -0.5789
3 C 0.98 1.32 -0.98  0.1749
4 C -0.47 1.04 -1.15  -0.5996
5 C -1.24 0.08 -0.25  -0.2437
6 C -1.04 -1.40 -0.41  -0.4137
7 C -0.48 -0.70 0.80  -0.2306
8 H 1.30 -0.50 1.99  0.2180
9 H 1.55 -1.34 0.48  0.2068
10 H 1.23 1.68 0.92  0.2662
11 H 2.63 0.84 0.30  0.2247
12 H -0.87 2.07 -1.01  0.2799
13 H -0.67 0.86 -2.21  0.2494
14 H -2.24 0.40 0.01  0.2177
15 H -0.32 -1.73 -1.16  0.2070
16 H -1.89 -2.06 -0.29  0.2180
17 H -1.01 -0.87 1.73  0.2174

Calculated values
E_HOMO ... -7.970 eV
Energy above the lowest of the compared OMol25 structures with the same formula, charge and spin ... 94.42 kcal/mol
E_LUMO ... 0.43 eV
Gap between HOMO and LUMO ... 8.405 eV



Record 2
Molecular formula: C7H10
Method: DFT, ωB97M-V/def2-TZVPD

Each line ends with the natural charge from an NBO analysis.
CARTESIAN COORDINATES (ANGSTROEM)
1 C -1.16 2.40 0.69  -0.2447
2 C -0.86 1.27 0.43  -0.0014
3 C -0.46 -0.10 0.13  -0.1449
4 C 0.91 -0.49 0.65  -0.3770
5 C 2.05 0.21 -0.11  -0.6178
6 C -0.91 -0.66 -1.21  -0.3990
7 C -1.56 -1.13 0.06  -0.3903
8 H -1.43 3.41 0.92  0.2360
9 H 1.01 -1.58 0.57  0.2037
10 H 0.96 -0.25 1.72  0.2137
11 H 2.60 -0.48 -0.76  0.2076
12 H 2.78 0.67 0.57  0.2133
13 H 1.66 1.01 -0.75  0.2162
14 H -1.47 -0.01 -1.87  0.2259
15 H -0.21 -1.33 -1.70  0.2166
16 H -1.33 -2.13 0.42  0.2165
17 H -2.58 -0.80 0.26  0.2256

Calculated values
E_HOMO ... -9.338 eV
Energy above the lowest of the compared OMol25 structures with the same formula, charge and spin ... 57.23 kcal/mol
E_LUMO ... 1.14 eV
Gap between HOMO and LUMO ... 10.477 eV
SMILES ... C#CC1(CC)CC1



Record 3
Molecular formula: C7H10
Method: DFT, ωB97M-V/def2-TZVPD

Each line ends with the natural charge from an NBO analysis.
CARTESIAN COORDINATES (ANGSTROEM)
1 C -0.12 -1.90 -0.67  -0.1898
2 C 0.35 -0.76 -0.19  -0.0211
3 C 2.66 0.10 -0.39  -0.3454
4 C 1.37 0.38 -0.22  -0.0461
5 C -0.82 -1.31 0.57  -0.2474
6 C 0.72 1.78 -0.12  -0.6512
7 C -2.14 -0.62 0.39  -0.6164
8 H -0.03 -2.71 -1.39  0.2251
9 H 3.32 0.87 -0.69  0.1692
10 H 3.06 -0.90 -0.45  0.1910
11 H -0.57 -1.57 1.55  0.2171
12 H 1.38 2.50 -0.69  0.2213
13 H 0.74 2.06 0.98  0.2256
14 H -0.25 1.65 -0.66  0.2313
15 H -2.35 -0.39 -0.64  0.2148
16 H -1.96 0.36 0.91  0.2099
17 H -3.00 -1.20 0.86  0.2121

Calculated values
E_HOMO (spin up / spin down) ... -4.831 / -8.914 eV
Energy above the lowest of the compared OMol25 structures with the same formula, charge and spin ... 43.99 kcal/mol
E_LUMO (spin up / spin down) ... 1.11 / -2.49 eV
Gap between HOMO and LUMO (spin up / spin down) ... 5.946 / 6.420 eV
Spin multiplicity ... 3



Record 4
Molecular formula: C7H10BF2IN4O4
Method: DFT, ωB97M-V/def2-TZVPD

Each line ends with the natural charge from an NBO analysis.
CARTESIAN COORDINATES (ANGSTROEM)
1 N 5.91 -0.50 1.41  -0.8237
2 C 4.85 0.00 0.75  0.5645
3 N 3.62 0.06 1.36  -0.4450
4 C 2.84 0.61 0.40  0.4747
5 C 1.36 0.78 0.74  -0.4629
6 C 0.77 -0.66 0.89  -0.4251
7 C -0.77 -0.69 1.12  -0.5308
8 I -1.53 -2.41 0.02  0.1761
9 N 3.50 0.90 -0.73  -0.3440
10 N 4.77 0.51 -0.49  -0.3456
11 H 6.53 -1.20 1.03  0.4250
12 H 6.11 -0.14 2.33  0.4356
13 H 1.33 1.30 1.72  0.2543
14 H 0.82 1.43 0.03  0.2399
15 H 0.96 -1.19 -0.07  0.2153
16 H 1.34 -1.21 1.67  0.2303
17 H -0.96 -0.94 2.18  0.2289
18 H -1.30 0.21 0.77  0.2323
19 H 3.12 1.31 -1.58  0.4656
20 H 5.55 0.56 -1.14  0.4480
21 B -5.80 1.26 -1.57  1.2526
22 O -6.63 0.03 -1.58  -0.6466
23 C -5.83 -1.00 -1.33  0.6629
24 O -6.19 -2.15 -1.26  -0.5635
25 C -4.43 -0.50 -1.13  0.6986
26 O -3.46 -1.18 -0.88  -0.6791
27 O -4.41 0.81 -1.27  -0.6475
28 F -6.25 2.14 -0.57  -0.5454
29 F -5.84 1.89 -2.83  -0.5452

Calculated values
E_HOMO ... -7.567 eV
E_LUMO ... -1.55 eV
Gap between HOMO and LUMO ... 6.019 eV